Record 1
102
Properties=species:S:1:pos:R:3 method="wB97M-V/def2-TZVPD" gap_ha=0.056 total_charge=+1
O -3.5310 -6.4650 -4.0867
S -4.5232 -7.2154 -3.1659
O -5.4884 -8.1043 -3.9853
O -5.5721 -5.9737 -2.6084
C -4.7385 -5.4123 -1.4963
C -3.4886 -6.4349 -1.0702
C -2.9309 -6.3883 0.4709
C -1.7419 -5.2382 0.7104
C -2.1889 -3.7608 0.1257
C -1.2067 -2.5263 0.5716
S 0.2225 -2.1882 -0.5922
C 0.2399 -3.4936 -1.9353
N -0.5276 -3.3641 -3.2326
N -0.2379 -4.5690 -3.8733
C 0.6806 -5.4386 -3.0217
O 1.0155 -4.7453 -1.7538
O -4.0064 -7.7349 -1.6102
H -4.1903 -4.5251 -2.0703
H -5.3681 -5.1140 -0.5375
H -2.4865 -6.3348 -1.6923
H -3.8172 -6.2246 1.2510
H -2.4631 -7.4393 0.7442
H -0.7147 -5.6308 0.2816
H -1.6180 -5.1749 1.8885
H -3.2517 -3.5332 0.6174
H -2.3836 -3.8512 -1.0265
H -1.8679 -1.5354 0.5816
H -0.7829 -2.7661 1.6354
H 1.1160 -6.5107 -3.1958
Al 0.4777 -4.4195 -6.0261
C 2.8165 0.5876 1.6916
O 1.6952 0.5288 1.1322
O 3.4758 -0.5526 1.5443
O 3.3767 1.5057 2.3313
H 2.7360 -0.9401 1.0338
C 0.9580 3.5179 5.2803
C 0.2545 2.1754 5.1595
C 1.2258 1.0216 5.3510
O -0.3518 2.0740 3.8736
H 1.7338 3.6242 4.5137
H 0.2491 4.3388 5.1280
H 1.4216 3.6335 6.2648
H -0.5455 2.1108 5.9050
H 2.0110 1.0394 4.5869
H 0.7081 0.0618 5.2491
H 1.6975 1.0622 6.3376
H 0.3512 2.1305 3.2053
Cl 4.2376 -2.4311 1.2623
C 6.5041 5.9495 0.2446
O 5.2314 5.3279 0.2373
P 4.3187 5.6826 -1.1888
O 3.7823 6.9517 -0.5144
O 3.2713 4.4429 -0.8921
C 3.2819 3.7151 0.3185
O 3.4059 6.0374 -2.6150
C 3.9517 7.0830 -3.3980
H 7.0288 5.6658 1.1652
H 7.0855 5.6099 -0.6167
H 6.3989 7.0367 0.2133
H 3.2087 4.3784 1.1854
H 4.1868 3.1023 0.3729
H 2.4196 3.0423 0.3301
H 4.9779 6.8339 -3.6831
H 3.9396 8.0258 -2.8457
H 3.3488 7.1959 -4.3022
O -3.1337 -1.9574 -2.8119
S -2.7605 -0.8004 -3.6460
O -2.3890 -1.2660 -4.9944
O -1.6153 -0.1024 -3.0342
O -3.9047 0.1243 -3.7432
Mg 1.3077 7.7048 -3.2689
C -7.5367 -3.0650 -2.6464
O -6.9157 -2.3376 -1.6027
H -6.8114 -3.7603 -3.0754
H -8.3842 -3.6269 -2.2461
H -7.8776 -2.3736 -3.4211
H -7.5830 -1.7294 -1.2417
C -1.7090 5.4330 -4.5212
O -2.8485 4.9537 -5.2326
C -3.3375 5.8221 -6.1537
O -2.8904 6.9307 -6.4024
O -4.4101 5.2431 -6.7500
C -5.0315 6.0485 -7.7496
H -1.4029 4.6587 -3.8124
H -0.8765 5.6204 -5.2071
H -1.9585 6.3373 -3.9568
H -4.3318 6.2606 -8.5644
H -5.4138 6.9774 -7.3143
H -5.8762 5.4875 -8.1589
C 4.0366 -0.5700 7.9516
C 4.0197 -1.8690 7.1721
C 4.8406 -2.9585 7.7934
O 5.1766 -3.7614 6.6750
C 5.1782 -2.9271 5.5925
O 5.6042 -3.2260 4.4896
O 4.6437 -1.7092 5.9085
H 3.6105 0.2417 7.3525
H 3.4657 -0.6614 8.8803
H 5.0602 -0.2701 8.2010
H 2.9855 -2.1900 6.9972
H 4.2799 -3.5385 8.5317
H 5.7702 -2.6007 8.2504



Record 2
75
Properties=species:S:1:pos:R:3 method="wB97M-V/def2-TZVPD" gap_ha=0.265 smiles="CCCCCCCCCCCCCC[C@@](COCCC)(C(=O)[O-])N(N)C[C@H](C)Br" total_charge=-1 relative_energy_kcal_mol=116.0
C 3.1249 -3.5835 1.9656
C 4.4688 -3.3772 1.1004
C 4.3902 -1.9423 0.3231
C 5.2006 -2.0919 -1.0546
C 4.7397 -1.0936 -2.2298
C 3.9269 0.2024 -1.7395
C 4.8563 1.3138 -1.0376
C 4.2964 1.7049 0.4291
C 3.5465 3.1287 0.4733
C 2.1750 3.1618 -0.3750
C 0.9290 3.6885 0.5316
C 0.4391 2.4261 1.3982
C -1.1219 2.4111 1.7558
C -2.1063 2.4003 0.4964
C -2.2818 0.9925 -0.2398
C -3.6668 1.1115 -1.1121
O -4.3352 -0.1526 -1.2930
C -3.8877 -0.8492 -2.4827
C -5.1619 -1.5475 -3.1516
C -5.7499 -2.6608 -2.1484
C -1.1147 0.8442 -1.3655
O -0.8412 -0.2778 -1.9325
O -0.3750 1.9474 -1.8062
N -2.4368 -0.1989 0.6221
N -1.2522 -0.8179 0.9818
C -3.3998 -0.0455 1.7290
C -4.4579 -1.2854 1.8291
C -5.1713 -1.2658 3.2927
Br -3.6188 -3.0700 1.6352
H 2.3031 -4.1150 1.3794
H 2.7147 -2.5321 2.2194
H 3.3019 -4.0981 2.9692
H 5.3861 -3.4414 1.7938
H 4.5197 -4.2459 0.3469
H 3.2804 -1.7200 0.2035
H 4.9450 -1.1897 0.9892
H 6.3198 -1.9205 -0.8815
H 5.0667 -3.1722 -1.4316
H 4.1147 -1.5941 -3.0539
H 5.6906 -0.7100 -2.7426
H 3.0226 -0.0256 -1.0834
H 3.5054 0.6932 -2.6990
H 5.8998 0.8501 -0.8891
H 4.9676 2.2819 -1.6418
H 5.2138 1.8067 1.1248
H 3.6485 0.8694 0.8772
H 4.2125 3.9679 0.0683
H 3.2562 3.3100 1.5768
H 2.2267 3.8751 -1.2836
H 1.9716 2.1217 -0.8207
H 1.3444 4.4827 1.2479
H 0.1314 4.1560 -0.1319
H 1.0016 2.4919 2.4097
H 0.8273 1.4867 0.8821
H -1.3212 1.5660 2.5086
H -1.3435 3.3887 2.3368
H -3.1537 2.7018 0.8933
H -1.8052 3.2657 -0.2048
H -4.4224 1.8225 -0.5977
H -3.3642 1.6343 -2.0843
H -3.1108 -1.6298 -2.1270
H -3.3305 -0.1830 -3.2293
H -5.9791 -0.7550 -3.2933
H -4.9019 -2.0121 -4.1744
H -6.4987 -3.3122 -2.7127
H -6.3079 -2.1394 -1.2872
H -4.9054 -3.2881 -1.6767
H -0.4648 -0.1694 1.1114
H -0.9791 -1.5422 0.2894
H -2.7995 -0.0976 2.7147
H -4.0582 0.8898 1.6811
H -5.2659 -1.0535 1.0457
H -4.3472 -1.3567 4.0864
H -5.8963 -2.1576 3.3283
H -5.7303 -0.2743 3.3673



Record 3
89
Properties=species:S:1:pos:R:3 method="wB97M-V/def2-TZVPD" gap_ha=0.124 total_charge=-1
C 1.3437 3.4308 -6.3209
C 0.5832 2.1955 -6.7927
O 1.3896 1.5475 -7.8554
C -0.7194 2.6488 -7.4301
C -1.9222 2.6680 -6.4834
C -2.9491 3.6674 -6.9390
F -4.0357 3.7665 -6.0401
H 2.0128 3.1939 -5.4987
H 0.6555 4.2293 -6.0314
H 1.9675 3.8192 -7.1443
H 1.4056 2.1470 -8.6256
H -0.9338 1.9646 -8.2494
H -0.6191 3.6686 -7.8711
H -2.3783 1.6795 -6.5159
H -1.6075 2.8749 -5.4636
H -3.3669 3.3683 -7.8992
H -2.5161 4.6599 -7.0387
Cl 2.1594 1.4549 -3.4976
C 1.5227 -0.0643 -4.1790
C 0.0269 -0.1491 -4.0878
Cl -0.5163 -0.2960 -2.3796
H 1.9943 -0.8871 -3.6438
H 1.8102 -0.0818 -5.2285
H -0.3274 -1.0329 -4.6116
H -0.4350 0.7294 -4.5302
Cl -2.1662 2.7969 0.9290
C -2.8513 1.4404 -0.0106
C -4.2897 1.6776 -0.3709
Cl -5.3639 1.6417 1.0621
H -2.7311 0.5337 0.5773
H -2.2562 1.3489 -0.9180
H -4.6257 0.8886 -1.0405
H -4.4245 2.6385 -0.8587
Cl 1.7437 -3.1757 -0.4839
C 2.3531 -1.9509 0.6642
C 1.3441 -1.6300 1.7319
Cl -0.0722 -0.7647 1.0716
H 2.6177 -1.0663 0.0898
H 3.2487 -2.3661 1.1251
H 1.7517 -0.9727 2.4947
H 0.9838 -2.5308 2.2226
Cl 5.4792 -1.6311 3.1704
C 7.0454 -1.9875 2.3976
C 6.8659 -2.5759 1.0223
Cl 6.1409 -4.2018 1.0837
H 7.5891 -2.6642 3.0509
H 7.5888 -1.0474 2.3248
H 7.8357 -2.6713 0.5377
H 6.2233 -1.9513 0.4073
Cl 2.5136 -0.5164 4.9115
C 1.7386 1.0203 5.3735
C 1.8529 1.2909 6.8492
Cl 0.8871 0.1429 7.8180
H 0.6988 0.9674 5.0573
H 2.2383 1.8101 4.8156
H 1.4735 2.2880 7.0653
H 2.8835 1.2223 7.1860
Cl -0.0441 -3.6787 5.0232
C -1.6122 -3.0733 4.4265
C -2.2460 -3.9797 3.4011
Cl -1.2612 -4.0048 1.9215
H -1.4221 -2.0961 3.9924
H -2.2656 -2.9536 5.2890
H -3.2247 -3.5772 3.1438
H -2.3620 -5.0003 3.7554
Cl -2.3629 0.3686 4.3042
C -2.8633 2.0733 4.4447
C -2.7737 2.5670 5.8643
Cl -3.9795 1.7938 6.9289
H -3.8729 2.1542 4.0518
H -2.1959 2.6519 3.8112
H -2.9692 3.6375 5.8871
H -1.7913 2.3731 6.2889
Cl 5.2678 -3.1818 8.2201
C 3.9134 -2.5137 7.2647
C 2.7378 -3.4502 7.2017
Cl 3.0900 -4.9134 6.2429
H 4.2898 -2.2895 6.2704
H 3.6107 -1.5863 7.7471
H 1.9065 -2.9433 6.7156
H 2.4284 -3.7697 8.1931
Cl -3.1741 -0.9848 -5.2653
C -4.6726 -0.1557 -5.7563
C -5.2743 -0.7478 -7.0031
Cl -4.2743 -0.4510 -8.4488
H -4.4390 0.8957 -5.8873
H -5.3790 -0.2613 -4.9338
H -6.2439 -0.2877 -7.1865
H -5.4022 -1.8229 -6.9075



Record 4
80
Properties=species:S:1:pos:R:3 method="wB97M-V/def2-TZVPD" gap_ha=0.283 relative_energy_kcal_mol=2.8
Pt 1.3258 -0.7249 0.9003
C 3.3309 -2.3379 -1.5792
Si 3.9689 -0.8945 -0.5632
C 5.8491 -1.0452 -0.5240
C 3.5206 0.7236 -1.4085
C 3.3105 -0.9688 1.1978
H 3.9812 -2.5226 -2.4386
H 2.3174 -2.1585 -1.9410
H 3.3098 -3.2509 -0.9788
H 6.2606 -1.0425 -1.5369
H 6.1458 -1.9820 -0.0465
H 6.3165 -0.2267 0.0286
H 4.0277 0.8103 -2.3735
H 3.8189 1.5802 -0.7975
H 2.4431 0.7839 -1.5802
H 3.6958 -0.1440 1.8079
H 3.5976 -1.9013 1.6906
C -0.0286 4.0388 2.4955
C 1.4389 3.6275 2.3239
C 2.1723 4.6083 1.4022
C 2.1359 3.5385 3.6878
C 1.4758 2.2898 1.7092
N 1.5406 1.2580 1.2192
H -0.0664 5.0073 2.9958
H -0.5713 3.3121 3.1005
H -0.5260 4.1234 1.5311
H 2.1730 5.5953 1.8665
H 1.6773 4.6800 0.4340
H 3.2054 4.3000 1.2430
H 2.0885 4.5141 4.1727
H 3.1825 3.2563 3.5754
H 1.6479 2.8057 4.3301
C -4.0507 -3.1690 1.1313
C -2.7667 -3.1682 1.8927
C -2.6626 -3.3032 3.2538
C -1.3822 -3.2862 3.8179
N -0.2826 -3.1809 3.0816
C -0.4095 -3.0611 1.7605
S 0.9762 -3.0003 0.7013
N -1.6309 -3.0493 1.1825
C -1.1992 -3.4009 5.2994
H -4.8694 -2.8305 1.7630
H -4.2703 -4.1859 0.8000
H -3.9642 -2.5398 0.2467
H -3.5472 -3.4053 3.8661
H -1.7166 -2.7344 0.1532
H -1.8532 -2.7045 5.8251
H -0.1626 -3.2044 5.5576
H -1.4603 -4.4085 5.6291
C 0.9220 -1.3524 -4.2426
C -0.3706 -0.7149 -3.7589
C -0.5151 0.6957 -4.3161
C -1.5659 -1.5812 -4.1295
O -0.2040 -0.6064 -2.3189
P -1.3213 -0.6105 -1.1896
O -2.0125 -1.9415 -1.1023
O -0.6682 -0.1043 0.0660
O -2.3832 0.4692 -1.7302
C -2.9841 1.5599 -0.9975
C -1.9376 2.6434 -0.7721
C -4.0870 2.0641 -1.9160
C -3.5771 1.0729 0.3197
H 0.9232 -1.4235 -5.3315
H 1.0280 -2.3536 -3.8249
H 1.7783 -0.7544 -3.9272
H -0.4713 0.6734 -5.4067
H 0.2989 1.3224 -3.9486
H -1.4640 1.1350 -4.0112
H -1.6152 -1.6669 -5.2168
H -2.4982 -1.1421 -3.7755
H -1.4694 -2.5764 -3.6980
H -1.5259 2.9664 -1.7302
H -1.1286 2.2552 -0.1551
H -2.3947 3.5068 -0.2827
H -3.6661 2.3838 -2.8700
H -4.6035 2.9110 -1.4613
H -4.8106 1.2707 -2.1054
H -2.7976 0.6828 0.9732
H -4.3152 0.2918 0.1301
H -4.0781 1.9022 0.8235



Record 5
83
Properties=species:S:1:pos:R:3 method="wB97M-V/def2-TZVPD" gap_ha=0.307
C 3.9833 0.6986 0.5291
C 3.3407 -0.6628 -0.1990
C 1.8215 -0.2646 -0.6737
C 1.0053 -1.4521 -1.4556
C -0.6120 -1.4780 -1.1889
F -0.7878 -1.3815 0.3079
C -1.4486 -0.2916 -1.9947
C -2.0513 0.6996 -0.7899
C -1.0486 1.7689 0.0107
C -1.6194 2.7340 1.2508
C -3.2322 2.5632 1.5886
C -4.2385 1.5083 0.7725
C -3.6668 0.5412 -0.4663
O -1.2716 -2.7569 -1.5754
C -2.0759 -3.1587 -0.3777
O -1.7127 -4.2256 0.3838
H 5.1011 0.8788 0.2342
H 3.3869 1.6769 0.2665
H 3.9544 0.6033 1.7091
H 3.2645 -1.4630 0.6809
H 4.0480 -1.0321 -1.0635
H 1.9074 0.6765 -1.3966
H 1.2669 0.1481 0.2958
H 1.1845 -1.3304 -2.6289
H 1.4321 -2.4840 -1.0643
H -2.3326 -0.7393 -2.6604
H -0.7808 0.3276 -2.7406
H 0.0926 1.9034 -0.2445
H -0.8809 3.4481 1.8121
H -3.6353 3.2381 2.4842
H -5.3847 1.4121 1.0576
H -4.3904 -0.1993 -1.0419
H -3.0326 -2.5736 -0.0071
C -6.3412 7.0975 3.0019
S -5.1436 5.8306 2.5187
O -5.8373 4.5028 2.5940
C -4.1032 5.9846 3.9909
H -7.1185 7.1507 2.2358
H -6.7955 6.8367 3.9606
H -5.8397 8.0654 3.0751
H -4.6957 5.7923 4.8886
H -3.6754 6.9889 4.0315
H -3.2972 5.2506 3.9248
C -1.5267 -6.3883 -1.6568
S -1.4573 -7.8470 -2.7245
O -2.8692 -8.2762 -2.9935
C -0.7788 -8.9636 -1.4728
H -1.9606 -5.5622 -2.2255
H -2.1505 -6.5931 -0.7837
H -0.5163 -6.1179 -1.3414
H -1.4489 -9.0095 -0.6109
H 0.2068 -8.6085 -1.1634
H -0.6834 -9.9594 -1.9108
C 5.9434 2.2980 6.0346
S 5.5943 0.8087 5.0688
O 6.1007 1.0454 3.6768
C 3.7978 1.0222 5.0373
H 7.0260 2.3917 6.1492
H 5.5570 3.1789 5.5167
H 5.4823 2.2101 7.0212
H 3.5439 1.9819 4.5809
H 3.4075 0.9763 6.0566
H 3.3624 0.2136 4.4465
C -0.9009 5.5873 -2.8393
S -0.7973 5.2504 -1.0649
O -1.5783 6.3178 -0.3573
C 0.9572 5.6598 -0.8982
H -1.9329 5.4315 -3.1626
H -0.6108 6.6210 -3.0414
H -0.2456 4.9007 -3.3805
H 1.1326 6.6892 -1.2201
H 1.5512 4.9710 -1.5032
H 1.2399 5.5554 0.1514
C 1.8637 -6.5889 -3.6439
S 3.1824 -5.3656 -3.8365
O 2.5937 -4.0180 -3.5408
C 3.3178 -5.5170 -5.6344
H 1.5861 -6.6368 -2.5881
H 0.9923 -6.2956 -4.2339
H 2.2238 -7.5684 -3.9672
H 2.3566 -5.2898 -6.1016
H 3.6300 -6.5316 -5.8922
H 4.0688 -4.8069 -5.9871